# 1
2 unconnected molecules or ions with the total composition C3H11N4, computed with ωB97M-V/def2-TZVPD.

Structure (XYZ):
```
18
Properties=species:S:1:pos:R:3:forces:R:3:mulliken_charge:R:1
H 1.167378 0.488165 1.569168 0.11 0.13 -0.14 0.2941
H -0.738190 1.192698 -2.200258 -0.25 -0.08 -0.09 0.2417
H 0.238023 2.017405 -1.130085 0.02 -0.02 -0.33 0.2659
N -2.074707 0.058876 -0.175641 -0.22 0.19 0.04 -0.4742
N -0.353372 1.204481 -1.269459 0.30 0.37 0.60 -0.3848
H 2.606766 -0.021469 0.609740 0.02 0.11 0.12 0.3600
H 0.485241 -2.481687 -1.158110 0.03 0.00 -0.12 0.2717
H -1.722082 1.778913 1.523846 0.14 0.33 0.06 0.2360
C 1.734602 -0.347743 1.169811 -0.26 0.05 0.05 -0.8246
C 1.232732 -2.006441 -0.537801 0.07 0.18 -0.12 -0.1067
H -2.883486 0.181952 0.423511 0.17 -0.09 0.17 0.2447
H 2.024551 -0.994033 1.995362 0.02 -0.08 -0.08 0.3594
N -1.084866 2.024873 0.764158 -0.23 -0.77 -0.09 -0.6763
N 0.854291 -1.092506 0.256289 0.20 -0.27 -0.69 0.1361
H -2.421402 -0.142744 -1.096027 -0.07 -0.32 -0.46 0.2342
H 2.280784 -2.258931 -0.653464 -0.02 -0.21 0.34 0.3010
C -1.236260 1.183322 -0.180307 0.22 0.49 0.02 0.2029
H -0.110002 -0.785136 0.089268 -0.24 -0.01 0.71 0.3190
```
Positions in Å, forces in eV/Å.

Results
**LUMO**: -4.75 eV
**Total energy**: -9243.0474 eV
**Spin multiplicity**: 1
**Energy above the lowest of the compared OMol25 structures with the same formula, charge and spin**: 1.196 eV
**Net charge**: +1

# 2
A gas-phase ion, C3H11N4 (charge +1), computed with ωB97M-V/def2-TZVPD.

Structure (XYZ):
```
18
Properties=species:S:1:pos:R:3:forces:R:3:mulliken_charge:R:1
C -1.600597 0.127571 0.073590 3.61 -0.15 0.58 0.6027
N -0.070994 -0.195981 0.368020 -3.00 0.49 -0.36 -0.0221
H 1.287843 1.028082 1.247547 -0.38 -0.05 -0.29 0.3592
N -2.224718 -0.924158 -0.445388 -0.12 -0.63 -0.11 -0.3833
N -2.089155 1.247419 0.289391 -0.66 0.78 -0.15 -0.6879
H 0.152958 1.727189 0.226834 0.36 -0.35 0.10 0.3318
H -1.716135 -1.671974 -0.880782 -0.05 0.02 -0.07 0.2081
H 1.289501 0.748293 -1.702916 -0.12 0.02 0.16 0.3361
C 1.794888 0.916158 -0.752811 0.34 -0.15 -0.60 -0.8503
H 1.260739 -1.465217 1.330916 0.00 -0.11 0.02 0.3678
C 0.492129 -1.503497 0.554453 0.41 -0.18 -0.10 -1.0934
H 0.927861 -1.918511 -0.360527 0.03 -0.05 0.07 0.3703
H -3.198525 -0.807254 -0.673504 -0.02 -0.04 0.05 0.2624
H -1.630900 1.950294 0.845245 0.07 -0.07 0.21 0.2322
H 2.521773 0.122617 -0.589235 -0.10 0.04 0.11 0.3519
N 0.789903 0.911047 0.344045 -0.33 0.35 0.17 -0.2228
H -0.292685 -2.167738 0.908797 0.00 0.04 0.03 0.4539
H 2.306115 1.875659 -0.783676 -0.05 0.04 0.18 0.3834
```
Positions in Å, forces in eV/Å.

Results
**LUMO**: -3.38 eV
**Total energy**: -9241.6227 eV
**Spin multiplicity**: 1
**Energy above the lowest of the compared OMol25 structures with the same formula, charge and spin**: 2.620 eV
**Structure (SMILES)**: [H]/N=C(/N)N(C)[NH2+]C
**Net charge**: +1

# 3
A gas-phase ion, C3H11N4O (charge +1), computed with ωB97M-V/def2-TZVPD.

Structure (XYZ):
```
19
Properties=species:S:1:pos:R:3:forces:R:3:mulliken_charge:R:1
N -1.114042 0.146464 0.279664 6.62 -0.16 1.22 0.0607
H 1.681177 -1.828004 -1.064370 0.00 0.61 1.32 0.2493
H 1.326383 2.091756 0.321901 0.99 0.62 0.35 0.4361
C 0.320421 0.589189 0.130046 -4.03 -2.59 1.58 0.6263
C -2.140868 1.101998 0.174846 -1.89 0.55 -3.85 -0.9843
H -3.104610 0.672847 0.493609 0.64 0.16 0.35 0.3219
H -2.276780 -1.607949 0.384534 -0.60 -0.50 1.29 0.2664
H 3.249634 -0.247603 0.734628 0.97 0.01 0.42 0.2927
O 0.404008 1.853263 0.254897 -0.22 1.02 -0.18 -0.3523
H -2.122376 -0.862635 -1.160463 0.91 -0.97 0.53 0.3077
H 1.640961 -2.026154 0.696508 0.02 -0.08 -0.69 0.2598
H 3.063463 0.885801 -0.491896 0.26 -0.57 0.18 0.2756
C -1.550932 -1.142098 -0.216739 0.93 0.65 -2.45 -0.7113
H -2.229093 1.109083 -0.969782 -0.78 0.70 1.11 0.3889
N 1.482784 -0.146081 0.123945 -3.76 0.32 -1.10 0.6737
H -2.061846 2.139038 0.427508 0.72 0.16 0.91 0.3133
N 2.679187 0.485368 0.369851 0.10 1.27 -0.50 -0.9842
H -0.626272 -1.733831 -0.361788 -1.38 0.01 -0.17 0.3436
N 1.378809 -1.480447 -0.126898 0.52 -1.20 -0.33 -0.7838
```
Positions in Å, forces in eV/Å.

Results
**LUMO**: -3.43 eV
**Total energy**: -11287.7374 eV
**Spin multiplicity**: 1
**Energy above the lowest of the compared OMol25 structures with the same formula, charge and spin**: 5.266 eV
**Structure (SMILES)**: CN(C)C(O)=[N+](N)N
**Net charge**: +1

# 4
2 unconnected molecules or ions with the total composition C3H11N5, computed with ωB97M-V/def2-TZVPD.

Structure (XYZ):
```
19
Properties=species:S:1:pos:R:3:forces:R:3:mulliken_charge:R:1
H 0.005623 -1.798954 1.724725 -1.86 -0.47 0.29 0.2053
H -4.989163 -0.036305 0.922886 -0.43 0.76 -0.11 0.2696
H -4.699560 1.317289 -0.258129 -0.05 0.30 1.61 0.2911
H 1.616311 -2.426733 1.651567 -0.42 0.95 -0.23 0.2999
N -0.744241 0.171140 0.105640 -5.14 -1.23 0.41 0.5832
H -5.163427 -0.046988 -0.821744 0.73 -0.23 2.09 0.2934
N -4.672459 0.346920 0.042681 -0.43 -0.94 -3.73 -0.6583
N 1.290720 -0.573585 0.836048 -0.25 -0.10 -0.27 0.5814
C 2.719598 -0.510110 1.006700 2.85 0.42 0.04 -0.8025
H 1.536338 1.298454 -1.514556 -1.52 0.42 1.32 0.3608
H 0.023073 2.190353 -0.699138 0.91 -0.80 -0.32 0.3643
N 0.939046 -1.661930 1.482358 -0.47 -0.74 -0.18 -0.7390
H 3.190873 0.484200 0.783423 -0.70 -0.94 0.33 0.3252
H 2.875270 -0.877480 2.071844 0.33 1.08 -1.43 0.3533
H 1.600150 2.148593 -0.001211 0.75 0.47 0.98 0.3898
H 3.157512 -1.273069 0.310350 -0.23 0.68 0.45 0.3905
C 0.926116 1.540920 -0.549387 1.11 0.25 -2.19 -1.2792
N -1.852870 0.298322 0.095315 0.99 -0.04 0.29 -0.2433
C 0.546724 0.288219 0.153955 3.83 0.16 0.66 1.0144
```
Positions in Å, forces in eV/Å.

Results
**LUMO (alpha / beta)**: -11.76 / -11.16 eV
**Total energy**: -10716.8426 eV
**Spin multiplicity**: 1
**Energy above the lowest of the compared OMol25 structures with the same formula, charge and spin**: 4.207 eV
**Net charge**: +2

# 5
A gas-phase ion, C3H11N5 (charge +2), computed with ωB97M-V/def2-TZVPD.

Structure (XYZ):
```
19
Properties=species:S:1:pos:R:3:forces:R:3:mulliken_charge:R:1
H -0.120258 -1.626790 2.140715 0.47 0.65 0.04 0.4062
N 0.295745 0.396786 -1.107483 -0.48 -1.69 -0.66 0.5218
N 1.236840 1.513855 0.817010 -3.61 -3.51 -0.94 -0.5064
H -0.080315 -1.543612 -2.049400 -0.52 1.41 0.68 0.3719
C -0.574531 -0.700652 -1.457881 -2.34 -1.72 -2.21 -0.4347
H 1.669908 2.052745 0.079009 0.20 0.22 0.11 0.3089
N 1.114837 1.169793 -1.862259 -1.14 2.37 -1.60 -0.9495
H 1.761534 0.620462 -2.403897 0.13 -0.19 -0.36 0.2746
H 0.541592 -0.066088 2.476238 0.25 -0.26 0.08 0.3729
H -1.089067 -0.500594 2.969988 1.84 0.32 -2.61 0.4468
N -0.643298 -0.165619 0.801369 -1.21 -1.58 3.12 0.0924
H -1.511206 -0.328337 -1.987457 1.54 -0.34 0.04 0.3175
H 0.504307 1.825608 -2.452286 1.47 -1.27 0.74 0.3047
C -1.117284 -1.197182 -0.095629 -1.48 0.32 -0.91 -0.6407
H 1.036962 1.978240 1.731382 -0.16 -0.40 -1.47 0.2673
N -0.281255 -0.593680 2.162787 -2.41 -0.34 1.11 -0.3668
C 0.233167 0.538088 0.142159 6.57 7.40 4.56 0.5415
H -2.207480 -1.218309 -0.072630 0.11 -0.08 -0.12 0.3051
H -0.770198 -2.154713 0.168264 0.76 -1.31 0.41 0.3665
```
Positions in Å, forces in eV/Å.

Results
**LUMO**: -8.14 eV
**Total energy**: -10719.5346 eV
**Spin multiplicity**: 1
**Energy above the lowest of the compared OMol25 structures with the same formula, charge and spin**: 1.515 eV
**Structure (SMILES)**: NC1=[N+]([NH3+])CCN1N
**Net charge**: +2

# 6
2 unconnected molecules or ions with the total composition C3H11N5O, computed with ωB97M-V/def2-TZVPD.

Structure (XYZ):
```
20
Properties=species:S:1:pos:R:3:forces:R:3:mulliken_charge:R:1
C 0.955445 1.604782 0.599738 -0.86 1.57 -0.26 -0.5088
H -2.417431 0.349905 -1.019218 0.08 -0.06 0.11 0.2440
H 0.239320 -1.550273 1.898091 -0.02 0.03 -0.23 0.3160
H 1.019554 1.378929 1.651370 -0.06 -0.38 -0.10 0.3312
H -0.904354 -0.891062 -2.459634 0.38 0.46 -0.23 0.2860
C -0.242719 -0.954728 -0.546057 2.37 -1.87 -0.70 0.3967
H -3.128385 0.724281 0.390923 0.22 0.13 -0.07 0.2918
N 1.004065 -0.757930 0.129614 -1.28 0.18 -0.16 -0.2057
N -2.382924 1.009442 -0.238501 -0.04 0.31 -0.17 -0.5845
H 1.806640 -0.597113 -0.461949 -0.18 -0.29 0.22 0.2625
N -1.168896 0.833263 0.458542 -0.20 0.15 0.34 -0.4405
O -1.026964 -1.842726 -0.230031 -0.36 0.87 0.04 -0.6736
H 0.502216 0.184091 -2.175212 -0.45 -0.15 -0.25 0.1773
H 1.841993 -0.861170 2.054215 0.17 -0.08 -0.11 0.3129
H 1.607074 -2.441424 1.225200 0.08 -0.05 0.19 0.3219
N -0.249728 1.716254 0.057753 0.98 -1.28 -0.07 0.1203
H 1.783493 2.085192 0.104131 -0.04 0.11 -0.07 0.3244
H -0.310893 2.013161 -0.924671 -0.17 0.36 0.36 0.3636
C 1.198634 -1.444018 1.392490 -0.09 0.05 -0.14 -0.9373
N -0.126142 -0.558852 -1.906793 -0.51 -0.06 1.30 -0.3983
```
Positions in Å, forces in eV/Å.

Results
**LUMO (alpha / beta)**: 0.64 / 0.64 eV
**Total energy**: -12783.8610 eV
**Spin multiplicity**: 1
**Energy above the lowest of the compared OMol25 structures with the same formula, charge and spin**: 4.337 eV

# 7
2 unconnected molecules or ions with the total composition C3H11NO, computed with ωB97M-V/def2-TZVPD.

Structure (XYZ):
```
16
Properties=species:S:1:pos:R:3:forces:R:3:mulliken_charge:R:1
H -1.879843 -0.502754 -1.006449 -0.04 0.13 0.05 0.2351
H 0.854932 1.637252 0.370142 0.18 -0.02 -0.83 0.3716
H -0.770459 0.519995 -1.634402 -0.09 -0.03 0.09 0.2192
H 1.623056 0.777832 -1.632284 -0.12 0.12 0.60 0.3009
H -0.930956 1.594909 0.341921 0.02 0.08 -0.08 0.3475
N -0.888837 -0.365398 -1.158474 -0.40 -0.75 -0.33 -0.6710
O 2.422731 0.582987 -1.118181 0.13 -0.04 -1.50 -0.6146
H -1.252774 -2.149865 0.697758 0.83 -0.67 0.35 0.3873
H 0.841871 -0.770958 -0.246284 0.37 -0.22 0.75 0.4170
H -1.731976 -0.786345 1.504539 0.21 0.48 -0.55 0.3748
H 2.967521 0.290933 -1.870131 0.35 -0.01 0.64 0.2943
C -0.794521 -1.272847 1.157584 -1.98 0.72 -0.21 -1.5446
C -0.024162 1.062718 0.626675 0.21 -0.29 1.12 -1.2663
H -0.355089 -1.362525 2.155368 0.87 -0.61 -0.69 0.3858
C -0.118528 -0.409093 0.089402 -0.28 1.64 0.68 0.4408
H 0.037039 1.153161 1.722823 -0.25 -0.52 -0.08 0.3222
```
Positions in Å, forces in eV/Å.

Results
**LUMO**: 0.83 eV
**Total energy**: -6826.2690 eV
**Spin multiplicity**: 1
**Energy above the lowest of the compared OMol25 structures with the same formula, charge and spin**: 0.976 eV
**Structure (SMILES)**: CC(C)N.O